Here is a structure of composition C4H14NO3 from the Open Molecules 2025 dataset. Energies are from ωB97M-V/def2-TZVPD.

Output
HOMO-LUMO gap: 8.3 eV
charge: -1
energy above the lowest of the compared OMol25 structures with the same formula, charge and spin: 38.6 kJ/mol
maximum force: 0.0318 Eh/bohr

Positions of all 22 atoms, in Å:
H: 1.66 -1.90 -1.63
C: 1.99 -0.22 -0.36
H: 2.51 0.36 1.68
C: 1.00 -1.19 -1.13
H: 0.47 1.49 2.25
H: -3.08 0.80 -1.16
O: -0.76 0.31 1.16
C: 0.47 0.96 1.27
H: 0.57 -0.59 -1.93
H: 0.53 1.80 0.56
H: 0.47 -2.52 0.29
O: -2.45 1.71 0.11
C: 1.64 0.00 1.13
N: 0.00 -1.91 -0.38
H: -0.50 -1.21 0.19
H: -2.86 2.20 0.83
H: 3.03 -0.55 -0.48
H: 1.89 0.75 -0.84
O: -3.40 0.19 -1.88
H: -2.81 -0.56 -1.81
H: 1.30 -0.96 1.53
H: -1.67 1.06 0.60